Entry from the OMol25 dataset: a 2-piece molecular cluster, C6H12O overall (wB97M-V/def2-TZVPD).

XYZ file:
```
19
Properties=species:S:1:pos:R:3
H 0.423 1.571 1.790
O 0.270 -1.437 -2.196
H 1.802 1.535 0.685
C -0.324 0.242 -0.565
H -0.569 -2.510 -0.408
H 0.255 2.208 -1.211
H -1.262 -2.410 1.241
C -1.046 -0.519 0.275
H -1.102 2.192 -0.102
H 1.588 -1.451 0.848
C 0.386 -0.316 -1.744
C 0.823 1.994 0.861
C -0.132 1.723 -0.305
H -1.516 0.001 1.114
H -2.290 -2.194 -0.176
C -1.288 -1.995 0.227
H 0.972 3.068 1.014
H 1.076 0.405 -2.237
H 1.933 -2.109 0.888
```

## Properties
HOMO-LUMO gap in Ha: 0.3642
E_LUMO in eV: 0.30
SMILES: C/C=C(\C=O)CC.[H][H]
HOMO energy in eV: -9.61
F_max in eV Å⁻¹: 0.482
Total charge: 0
Energy above the lowest of the compared OMol25 structures with the same formula, charge and spin in kcal/mol: 44.1
Electronic energy in eV: -8462.4428

Results of the Mulliken charge analysis, in e, for atoms 1 through 6: H 0.3014; O -0.4881; H 0.2964; C 0.6217; H 0.3395; H 0.3748